No. 1
Molecular formula: C23H44F13NO13S4
Method: DFT, the ωB97M-V functional and the def2-TZVPD basis

Structure (XYZ):
```
98
Properties=species:S:1:pos:R:3:forces:R:3
C 3.0742 -2.1245 -2.3672 -0.4 0.3 0.3
O 2.3642 -0.8949 -2.3487 0.1 -0.2 0.0
C 2.5399 -0.1407 -3.5218 0.3 0.3 -0.1
C 1.8998 1.2077 -3.2967 0.0 -0.3 1.0
N 0.4696 1.0345 -2.9927 -0.2 0.7 -0.3
C -0.3671 2.1533 -3.4658 0.7 -0.3 0.1
C -1.8060 1.7272 -3.7728 0.4 0.3 -0.5
C -2.8278 2.0364 -2.7126 1.0 -0.7 0.3
F -2.4897 3.1876 -2.1105 0.4 0.9 0.4
F -4.0391 2.2583 -3.2077 -1.3 -0.2 -0.7
C -2.9475 0.9988 -1.5566 -1.2 1.3 -0.4
F -1.7621 0.6320 -1.1567 1.7 -1.0 0.0
F -3.4615 1.6787 -0.5161 -0.8 0.3 0.8
C -3.9199 -0.1985 -1.7425 1.2 0.1 -0.4
F -5.1394 0.2424 -1.5842 -1.6 0.8 -0.4
F -3.6982 -1.0413 -0.7343 0.6 -0.8 0.8
C -3.8682 -1.0480 -3.0289 0.2 -0.7 -0.1
F -4.9356 -1.8425 -2.9722 -0.8 -0.6 0.3
F -3.9977 -0.3479 -4.1521 0.2 1.0 -0.4
C -2.6565 -2.0015 -3.1720 0.0 -0.5 -0.8
F -1.4988 -1.4357 -2.8727 0.6 0.8 0.2
F -2.8110 -3.0258 -2.3507 -0.4 -0.9 0.9
C -2.5159 -2.5915 -4.6231 0.8 0.3 1.2
F -3.6495 -2.9363 -5.1434 -1.6 -0.1 -0.7
F -1.8982 -1.6987 -5.3496 0.3 1.2 -1.2
F -1.7449 -3.6574 -4.6113 0.7 -0.8 0.4
H 3.5795 -2.2472 -1.4110 0.0 0.0 0.1
H 2.3640 -2.9424 -2.4904 0.1 -0.2 -0.2
H 3.8214 -2.1249 -3.1577 0.1 -0.2 -0.1
H 2.1061 -0.6261 -4.4035 -0.1 -0.2 0.0
H 3.6166 0.0038 -3.6813 0.0 0.0 -0.2
H 2.3924 1.6131 -2.4076 0.2 0.2 0.0
H 2.1035 1.9087 -4.1022 -0.2 -0.1 -0.3
H 0.4178 1.0634 -1.9827 -0.1 -0.5 0.0
H -0.2802 2.9980 -2.7792 -0.4 0.2 -0.1
H 0.0625 2.4917 -4.4036 0.0 0.0 -0.2
H -2.1252 2.2619 -4.6639 -0.3 0.2 0.0
H -1.7739 0.6848 -4.0614 -0.1 -0.2 0.1
O -0.8566 -9.2478 -4.1061 0.1 0.2 -0.2
S -2.2866 -9.2201 -4.0976 -0.3 -0.2 0.4
O -3.0132 -8.6799 -5.2038 0.2 0.0 -0.1
O -2.7792 -8.5210 -2.7535 -0.1 -0.2 0.0
C -2.2969 -7.1941 -2.4633 0.2 0.7 0.0
C -2.9310 -6.1331 -3.3414 -0.2 -0.5 -0.3
C -2.9040 -10.8326 -3.7507 0.0 -0.1 0.1
H -1.2081 -7.1711 -2.5396 0.0 -0.2 -0.1
H -2.5508 -7.0057 -1.4215 -0.1 -0.3 0.0
H -2.6509 -6.2654 -4.3854 0.0 0.0 0.0
H -2.6127 -5.1513 -3.0308 0.1 0.1 0.2
H -4.0192 -6.1930 -3.2858 0.0 0.0 0.1
H -2.3759 -11.2382 -2.8922 0.0 0.0 0.0
H -2.7182 -11.4421 -4.6324 0.0 0.1 0.0
H -3.9720 -10.7660 -3.5605 0.0 0.0 0.0
O 1.7687 0.4144 1.1581 0.0 -0.2 -0.1
S 1.5956 -0.0075 2.5140 -0.1 0.4 0.3
O 2.0215 -1.3075 2.9343 0.1 -0.1 -0.2
O 0.0654 0.1965 2.9203 0.1 0.1 0.1
C -0.9377 -0.4387 2.1069 -0.4 -0.4 -0.4
C -1.0005 -1.9391 2.3214 0.3 -0.1 0.1
C 2.2850 1.1913 3.6011 0.0 0.1 0.0
H -0.7715 -0.1986 1.0554 0.2 0.1 0.1
H -1.8880 0.0089 2.3947 0.2 0.2 0.1
H -0.0830 -2.4248 1.9925 0.0 0.0 0.0
H -1.8300 -2.3680 1.7577 -0.1 0.1 0.0
H -1.1293 -2.1692 3.3794 -0.1 0.0 0.0
H 1.9412 2.1795 3.3076 0.0 0.0 0.0
H 3.3672 1.1275 3.5113 0.0 0.0 0.0
H 1.9838 0.9576 4.6186 0.0 0.0 0.0
O -0.0553 5.5210 -0.3341 0.1 0.2 -0.1
S -1.2478 5.9951 0.3007 -0.2 -0.3 0.4
O -2.0143 7.0509 -0.2843 0.1 0.0 -0.2
O -0.9053 6.3753 1.8129 -0.1 -0.2 0.0
C 0.1494 7.3252 2.0491 0.4 0.5 0.0
C -0.2532 8.7451 1.6981 -0.2 0.0 -0.2
C -2.3136 4.6382 0.6381 0.0 0.0 0.2
H 1.0485 7.0235 1.5081 -0.1 -0.1 -0.1
H 0.3754 7.2619 3.1122 -0.2 -0.2 0.0
H -0.4353 8.8530 0.6300 0.0 0.0 0.0
H 0.5365 9.4431 1.9777 0.0 -0.1 0.1
H -1.1731 9.0203 2.2146 0.0 0.0 0.1
H -1.7398 3.8442 1.1096 0.0 0.0 0.0
H -2.7127 4.3004 -0.3108 0.0 0.1 0.0
H -3.1216 4.9746 1.2831 0.0 0.0 0.0
O 7.0324 1.0272 6.6163 0.1 0.2 -0.2
S 5.6154 1.2066 6.6624 -0.3 -0.3 0.5
O 4.9148 1.7737 5.5501 0.1 0.1 -0.2
O 5.2389 2.0128 7.9839 -0.1 -0.2 -0.1
C 5.8655 3.2918 8.1998 0.3 0.7 0.0
C 5.3170 4.3726 7.2876 -0.1 -0.1 -0.2
C 4.8432 -0.3154 7.0953 0.0 0.0 0.1
H 6.9478 3.1968 8.0951 0.0 -0.2 -0.1
H 5.6627 3.5515 9.2371 -0.1 -0.3 0.0
H 5.5507 4.1673 6.2439 0.0 0.0 0.0
H 5.7483 5.3403 7.5451 0.0 0.0 0.1
H 4.2316 4.4307 7.3734 0.0 0.0 0.1
H 5.3517 -0.7386 7.9572 0.0 0.0 0.0
H 4.9375 -0.9775 6.2368 0.0 0.1 0.0
H 3.7940 -0.1293 7.3100 0.0 0.0 0.0
```
Forces are in eV/Å.

Calculated values
E_LUMO ... 0.3709 eV
Structure (SMILES) ... COCCNCCC(F)(F)C(F)(F)C(F)(F)C(F)(F)C(F)(F)C(F)(F)F.CCOS(C)(=O)=O.CCOS(C)(=O)=O.CCOS(C)(=O)=O.CCOS(C)(=O)=O
HOMO energy ... -0.329 Ha
Electronic energy ... -4826.58298 Ha

No. 2
Molecular formula: C23H44F4GaN2O10P2
Method: DFT, the ωB97M-V functional and the def2-TZVPD basis

Structure (XYZ):
```
86
Properties=species:S:1:pos:R:3:forces:R:3
N 1.2077 -3.3440 2.7083 -0.2 -0.5 -0.5
C 0.6525 -3.9801 1.4837 0.3 -0.1 -1.0
C 0.3851 -2.9782 0.2942 -0.6 -0.4 -0.4
Ga -1.4267 -2.0092 0.6467 1.5 -0.9 0.7
N -1.7978 -2.2203 2.5568 -0.2 0.5 -0.8
O -2.7036 -2.9459 -0.4228 -1.9 1.3 1.1
C -3.8024 -2.1959 -0.7005 0.5 0.0 -1.5
O -3.8595 -1.6346 -1.7860 -0.6 -0.1 0.7
C -5.0075 -2.0585 0.2592 -0.8 -0.8 2.1
C -4.9072 -2.7354 1.5529 -1.5 0.7 -0.2
C -5.9641 -2.6886 2.5609 0.1 1.1 -2.2
C -7.1724 -1.9278 2.2669 2.0 -0.6 -1.2
C -7.2788 -1.2885 0.9612 0.8 -0.4 0.0
C -6.2355 -1.3313 -0.0586 0.7 -1.2 2.2
C -1.3383 0.0233 0.2797 -0.5 -0.1 -0.6
F -2.4865 0.6332 0.8862 1.2 -0.2 -0.4
F -1.4655 0.3212 -1.0971 0.4 0.0 1.4
C -0.0908 0.7739 0.8715 -0.4 1.4 0.4
F 0.8779 -0.0596 1.4139 -0.9 0.6 -0.8
F 0.5319 1.6064 -0.0691 -0.4 -1.1 0.8
H 1.0344 -2.3383 2.6684 0.3 -0.4 0.0
H 2.2065 -3.5462 2.7329 -0.3 0.5 0.0
H 1.4002 -4.7506 1.1357 -0.7 0.5 0.5
H -0.3031 -4.5411 1.7054 0.9 0.6 -0.1
H 0.2608 -3.5861 -0.6500 0.1 0.5 0.8
H 1.2242 -2.2616 0.0978 -0.5 -0.7 0.4
H -1.0950 -1.6557 3.0459 -0.3 -0.6 0.1
H -1.7090 -3.2023 2.8249 0.3 0.5 0.1
H -3.9850 -3.3063 1.7843 -0.8 0.6 -0.3
H -5.7877 -3.2197 3.5214 -0.3 0.6 -0.8
H -7.9631 -1.8651 3.0484 0.6 0.1 -0.9
H -8.2128 -0.7277 0.7138 0.9 -0.5 0.3
H -6.3291 -0.8351 -1.0457 0.0 -0.4 0.9
H -0.4351 1.4462 1.7080 0.3 -0.7 -0.7
O 5.2210 -2.9028 1.4631 -0.4 -2.0 -3.5
P 6.5521 -2.7074 0.7797 3.3 4.8 6.6
O 7.5370 -3.2992 1.9641 -0.2 -0.4 -0.6
C 7.5715 -4.7051 2.1685 0.1 -0.2 0.0
C 8.3483 -5.4101 1.0698 0.0 0.0 -0.1
O 6.7363 -1.1004 1.0970 -0.3 -0.2 -1.1
C 5.6094 -0.2731 1.3826 -0.2 0.2 0.4
C 5.4225 -0.1287 2.8803 0.1 0.0 0.2
O 7.9082 -2.5477 -0.2304 -2.6 -2.1 -1.4
C 7.6627 -2.7445 -1.6303 0.1 0.2 -0.5
C 6.7063 -1.7083 -2.1912 -0.1 0.1 0.1
H 6.5535 -5.1009 2.2400 0.0 0.0 0.0
H 8.0607 -4.8762 3.1293 0.0 0.2 0.0
H 7.8144 -5.3524 0.1167 0.0 -0.1 0.0
H 8.4920 -6.4650 1.3137 0.0 0.0 0.0
H 9.3237 -4.9434 0.9231 0.0 0.0 0.1
H 4.7080 -0.6548 0.9009 0.0 -0.1 0.1
H 5.8100 0.7090 0.9469 0.2 -0.1 -0.1
H 5.3542 -1.0993 3.3736 -0.1 0.0 -0.2
H 4.5181 0.4412 3.1039 0.0 0.0 0.0
H 6.2786 0.3879 3.3212 0.0 0.0 -0.1
H 7.2725 -3.7545 -1.7903 0.1 0.0 -0.1
H 8.6253 -2.6754 -2.1400 0.0 0.0 0.2
H 5.7084 -1.8147 -1.7523 0.0 0.0 -0.1
H 6.6112 -1.8182 -3.2730 0.0 0.0 0.0
H 7.0518 -0.6989 -1.9637 0.1 -0.1 0.0
O -2.9083 6.5462 -2.7021 3.2 -2.0 1.3
P -3.4659 5.1996 -2.2987 -8.2 1.7 -2.0
O -4.2303 4.8075 -3.7067 0.7 -0.1 0.2
C -3.4329 4.4182 -4.8173 0.1 -0.2 -0.2
C -2.8790 3.0144 -4.6413 0.1 0.0 0.1
O -4.7729 5.7433 -1.4445 0.8 -0.2 0.6
C -4.8000 7.0550 -0.8980 -0.2 0.3 -0.2
C -5.5320 8.0033 -1.8286 -0.1 0.1 -0.1
O -3.8472 3.6681 -1.6940 3.6 1.1 -0.1
C -2.8795 3.0955 -0.7924 0.1 -0.4 0.5
C -2.7245 3.9212 0.4700 -0.1 0.2 -0.1
H -2.6233 5.1393 -4.9718 0.0 0.0 0.0
H -4.0761 4.4497 -5.6991 -0.1 0.1 0.1
H -2.1403 2.9847 -3.8353 0.0 -0.1 0.0
H -2.3931 2.6728 -5.5580 0.0 0.0 0.0
H -3.6721 2.3136 -4.3778 0.0 0.1 0.0
H -3.7922 7.4099 -0.6745 0.0 0.0 -0.2
H -5.3348 6.9986 0.0541 0.0 -0.2 0.0
H -5.1101 7.9862 -2.8344 0.2 0.0 0.1
H -5.4909 9.0275 -1.4495 0.0 0.0 0.0
H -6.5798 7.7083 -1.9228 0.0 0.0 0.1
H -1.9207 2.9965 -1.3085 0.0 -0.2 0.1
H -3.2240 2.0961 -0.5401 -0.1 0.1 -0.2
H -2.2983 4.9075 0.2468 0.1 0.0 0.0
H -2.0618 3.4201 1.1769 0.0 0.0 -0.1
H -3.6925 4.0892 0.9452 0.0 -0.1 0.0
```
Forces are in eV/Å.

Calculated values
E_LUMO ... 0.4211 eV
HOMO energy ... -0.189 Ha
Total charge ... -1
Electronic energy ... -4771.71140 Ha